1.
# C25H31N5O5PY

A molecular structure, C25H31N5O5PY (ωB97M-V with the def2-TZVPD basis set, OMol25).

The geometry in XYZ format:
```
68
Properties=species:S:1:pos:R:3:forces:R:3
Y -1.34180 -0.26592 -0.85764 0.173 0.632 -0.838
N -2.92583 1.33532 -1.96663 -0.206 0.068 0.304
C -3.53461 1.99179 -0.76764 0.073 -0.095 -0.137
C -4.09437 0.86410 0.09896 0.274 -0.471 0.335
O -5.29545 0.81538 0.32928 -0.047 0.037 -0.054
N -3.15396 -0.06184 0.41983 -0.834 -0.079 0.213
C -3.67188 -1.41791 0.67191 0.040 0.295 0.029
C -2.86922 -2.43010 -0.17441 -0.269 0.434 -0.361
O -2.53694 -3.50087 0.28744 -0.082 -0.255 -0.174
O -2.53573 -1.95948 -1.37254 -0.269 -0.929 0.659
H -3.66146 0.81432 -2.43645 0.038 -0.001 -0.085
H -2.55284 2.01619 -2.61795 0.046 0.027 0.044
H -2.74949 2.54269 -0.24824 0.006 0.038 0.002
H -4.36145 2.65402 -1.01193 0.044 0.116 -0.111
H -3.61563 -1.72321 1.71619 0.029 0.010 0.052
H -4.72021 -1.46591 0.36517 -0.039 -0.058 0.054
O 2.40301 0.25510 -1.79341 0.055 0.125 -0.152
C 1.57856 -0.63405 -1.72015 -0.738 -0.173 -0.210
O 0.37360 -0.62572 -2.26194 0.870 0.246 0.091
C 1.83778 -1.89691 -0.91567 0.106 -0.215 0.097
P 0.48215 -2.17223 0.30178 0.356 0.080 0.204
C 0.63824 -3.92818 0.72175 -0.090 -0.068 -0.169
C 0.29875 -4.84661 -0.27336 -0.062 -0.014 -0.001
C 0.40686 -6.20506 -0.03589 0.036 0.038 0.089
C 0.83841 -6.65912 1.20662 -0.018 0.002 -0.060
C 1.15373 -5.75133 2.20433 -0.015 0.102 -0.015
C 1.05302 -4.38373 1.96492 0.075 -0.090 0.084
C 0.97200 -1.29093 1.81542 0.155 -0.068 0.090
C -0.05155 -1.03002 2.72856 -0.032 0.001 0.146
C 0.21365 -0.36381 3.91876 0.024 -0.021 -0.105
C 1.50400 0.06799 4.19268 0.076 0.003 -0.033
C 2.52945 -0.18011 3.28560 -0.114 -0.003 0.017
C 2.26686 -0.86514 2.10724 -0.044 0.097 0.016
H 2.83457 -1.89166 -0.48379 0.052 -0.062 0.008
H 1.75199 -2.74727 -1.59644 0.037 -0.003 -0.016
H -0.08648 -4.50007 -1.22610 0.006 0.032 0.033
H 0.13507 -6.90694 -0.81338 0.008 -0.013 0.022
H 0.91686 -7.72215 1.39609 -0.003 0.011 0.006
H 1.47842 -6.09937 3.17663 -0.004 -0.008 -0.013
H 1.30072 -3.68462 2.75547 -0.008 -0.009 -0.053
H -1.06752 -1.35390 2.51712 0.036 -0.008 -0.041
H -0.58910 -0.17205 4.61885 0.008 -0.004 -0.003
H 1.71435 0.59907 5.11258 -0.006 -0.009 -0.008
H 3.53662 0.15522 3.49757 -0.003 0.005 0.012
H 3.07449 -1.05112 1.41164 -0.001 -0.001 0.003
C 0.35663 4.42468 -3.40089 -0.119 0.121 0.010
C 0.37086 2.96746 -3.78339 0.252 -0.286 0.039
N -0.03837 2.16347 -2.63644 -0.057 0.161 0.257
C 0.31953 2.51650 -1.34367 -0.096 0.204 -0.176
N -0.07938 1.74694 -0.35575 0.316 0.164 -0.339
C 0.32651 2.17755 0.98013 -0.321 0.067 0.035
C 1.73489 2.72416 0.95655 0.157 -0.068 0.052
C 1.72077 3.95321 0.08570 -0.114 0.075 -0.238
N 0.99036 3.68578 -1.16057 0.073 -0.057 0.138
C 1.31276 4.60253 -2.24875 0.067 -0.078 0.182
H -0.65256 4.71988 -3.09860 0.023 0.019 -0.014
H 0.65680 5.05637 -4.23616 0.007 -0.031 -0.023
H 1.37841 2.68154 -4.10661 0.011 0.025 -0.047
H -0.30875 2.75971 -4.60890 -0.058 -0.013 0.000
H 0.08350 1.15708 -2.78039 0.079 0.038 0.067
H 0.23679 1.34361 1.66834 0.018 -0.139 0.042
H -0.36468 2.95196 1.34262 0.025 0.010 0.021
H 2.39610 1.96531 0.52887 0.020 0.024 0.033
H 2.09150 2.97716 1.95562 -0.028 -0.022 0.003
H 2.73246 4.26242 -0.18819 0.024 -0.019 -0.007
H 1.24727 4.79265 0.60303 -0.002 0.033 0.023
H 2.34394 4.43080 -2.57841 0.013 0.004 -0.031
H 1.26702 5.61537 -1.84295 -0.030 0.024 0.001
```
Positions in Å, forces in eV/Å.

The net charge is 0. The molecular weight comes out at 601.43 g/mol. Its energy relative to the best compared isomer or geometry (same formula, charge and spin) is 113.53 kJ/mol. As for the total energy: -2001.1549 Eh.

Löwdin population analysis, charges in e, atoms 1 to 5:
1. Y 1.46
2. N -0.03
3. C -0.16
4. C -0.57
5. O 0.03



2.
# C3H8S2

C3H8S2 in the gas phase (ωB97M-V with the def2-TZVPD basis set, OMol25).

The geometry in XYZ format:
```
13
Properties=species:S:1:pos:R:3:forces:R:3
C -1.96386 0.86045 -0.78603 -0.284 0.477 0.145
C -0.44642 0.69179 -0.91463 -0.044 0.542 1.664
S 0.33877 1.30307 0.67293 -0.385 -0.179 -0.151
S 2.10041 0.30636 0.75751 0.303 -0.091 0.000
C 1.84970 -1.49023 1.18180 -0.702 1.824 -0.124
H -2.24251 1.40250 0.12994 0.178 -0.306 -0.050
H -2.42850 -0.12388 -0.74590 -0.171 0.128 -0.024
H -2.44203 1.45697 -1.56842 0.325 -0.283 -0.224
H -0.19738 -0.34277 -0.77472 0.177 -0.493 -0.964
H 0.02810 1.20641 -1.73806 0.019 -0.262 -0.261
H 0.95763 -1.63855 1.77283 -0.161 0.109 0.322
H 1.71238 -1.97525 0.23356 0.528 -0.720 -0.102
H 2.73371 -1.65687 1.77918 0.216 -0.745 -0.231
```
Positions in Å, forces in eV/Å.

The net charge is 0. The molecular weight comes out at 108.23 g/mol. The SMILES is CCSSC. Its energy relative to the best compared isomer or geometry (same formula, charge and spin) is 51.34 kJ/mol. As for the total energy: -915.4574 Eh.

Löwdin population analysis, charges in e, atoms 1 to 5:
1. C -0.18
2. C -0.54
3. S 0.42
4. S 0.38
5. C -0.41



3.
# C5H7I

C5H7I in the gas phase (ωB97M-V with the def2-TZVPD basis set, OMol25).

The geometry in XYZ format:
```
13
Properties=species:S:1:pos:R:3:forces:R:3
C -1.03427 0.15960 1.22149 -0.292 0.051 -1.073
C -0.67521 -0.81444 0.11993 1.382 -0.290 0.084
C 0.05096 -0.15657 -1.02665 1.263 0.531 -1.176
C 0.81467 1.14260 -0.77697 0.437 1.548 -0.936
C 1.58122 0.12027 -0.87752 -0.558 -0.913 0.451
I 3.49542 -0.54867 -0.42735 -0.638 0.080 -0.361
H -0.15803 0.75557 1.44127 0.015 0.390 0.207
H -1.23573 -0.46334 2.06218 -0.687 0.095 0.997
H -1.88815 0.79670 0.87674 0.684 -0.445 0.705
H 0.03173 -1.59328 0.50655 -0.688 0.432 -0.084
H -1.54515 -1.32112 -0.22858 -0.700 -0.469 -0.322
H -0.32887 -0.32558 -2.07026 0.396 -0.030 1.060
H 0.89142 2.24826 -0.82085 -0.612 -0.978 0.448
```
Positions in Å, forces in eV/Å.

The net charge is 0. The molecular weight comes out at 194.02 g/mol. The SMILES is CC[C@H]1C=C1I. Its energy relative to the best compared isomer or geometry (same formula, charge and spin) is 135.36 kJ/mol. As for the total energy: -492.2968 Eh.

Löwdin population analysis, charges in e, atoms 1 to 5:
1. C -0.11
2. C -0.27
3. C -0.26
4. C -0.11
5. C -0.74



4.
# C2H9N2O

2 unconnected molecules or ions with the total composition C2H9N2O (ωB97M-V with the def2-TZVPD basis set, OMol25).

The geometry in XYZ format:
```
14
Properties=species:S:1:pos:R:3:forces:R:3
C 0.14533 -0.71231 0.60212 -0.508 -1.613 -0.781
C -0.77780 -0.52879 -0.38863 1.799 0.531 1.868
N -1.26229 -1.56342 -1.06544 -1.135 -0.491 -1.210
N 0.80485 0.24439 1.47944 -1.610 1.387 -1.275
H 0.42187 -1.71930 0.82618 0.206 -0.447 0.240
H -1.05092 0.47965 -0.66983 -0.488 -0.388 -0.140
H -1.99284 -1.41067 -1.74115 0.112 0.070 0.049
H -1.01872 -2.53648 -0.94879 0.220 0.344 0.387
H 0.60644 1.14161 0.99435 0.355 -0.025 0.336
H 1.82014 0.17630 1.48796 0.006 -0.345 0.450
H 0.33164 0.25105 2.38509 0.731 0.011 0.229
H 0.43004 2.74004 -0.65395 0.052 -0.061 -0.167
H 0.98936 1.65562 -1.57938 0.059 -0.097 0.048
O 0.55287 1.78230 -0.72796 0.201 1.124 -0.033
```
Positions in Å, forces in eV/Å.

The net charge is +1. The molecular weight comes out at 77.11 g/mol. Its energy relative to the best compared isomer or geometry (same formula, charge and spin) is 177.59 kJ/mol. As for the total energy: -266.0840 Eh.

Löwdin population analysis, charges in e, atoms 1 to 5:
1. C -0.13
2. C -0.19
3. N 0.10
4. N 0.17
5. H 0.11



5.
# C7H20IrN5

A molecular structure, C7H20IrN5 (ωB97M-V with the def2-TZVPD basis set, OMol25).

The geometry in XYZ format:
```
33
Properties=species:S:1:pos:R:3:forces:R:3
C -2.76089 2.63597 -2.16626 -2.285 -0.043 -0.010
Ir -1.57989 0.76713 -0.78629 0.037 2.135 0.245
N -1.93861 -0.55417 -2.30737 -0.260 -2.298 -0.619
H -2.44019 1.05425 0.55799 -0.914 -0.325 0.599
H -1.71025 2.81923 -2.31470 0.335 0.207 0.226
H -3.34132 3.46229 -1.70560 0.593 -0.371 -0.184
H -2.95907 1.66651 -1.47820 -0.682 2.458 -1.468
H -3.20982 2.37705 -3.13005 0.031 0.057 -0.086
H -2.16602 -1.45807 -1.85956 -0.175 0.067 -0.853
H -1.10188 -0.68136 -2.89369 -0.483 0.183 0.192
H -2.71093 -0.21595 -2.86753 -0.140 -0.289 -0.358
C 1.26399 -0.17157 -0.73256 0.866 -0.653 0.839
N 0.03980 0.08912 0.14695 3.829 -1.133 1.403
C 0.49370 0.99726 1.25508 1.304 -0.250 1.011
N 1.58789 0.39252 2.06333 -0.907 0.249 -0.993
C 2.72708 0.13887 1.15509 -0.177 -0.793 -0.030
N 2.33610 -0.78994 0.05284 -0.563 0.097 0.249
C 1.83590 -2.06124 0.64328 0.218 0.414 0.159
N 0.68929 -1.81716 1.54652 -0.334 0.546 -0.477
C -0.39838 -1.19440 0.75696 0.922 -1.380 1.156
C 1.07992 -0.87154 2.62517 0.467 -0.241 -0.470
H 1.63118 0.79385 -1.11545 -0.489 -0.378 -0.096
H 0.99739 -0.88905 -1.52546 -0.109 0.522 0.099
H -0.34907 1.19557 1.93125 0.145 0.192 -0.414
H 0.92703 1.88349 0.77871 -0.578 0.090 0.150
H 3.51501 -0.36284 1.73465 -0.108 0.321 -0.203
H 3.11082 1.07634 0.70848 -0.278 -0.425 0.376
H 1.56608 -2.77575 -0.15303 -0.118 0.419 0.210
H 2.64295 -2.53658 1.21053 -0.121 0.222 0.009
H -1.24478 -1.02159 1.44081 0.153 0.035 -0.431
H -0.62164 -1.93335 -0.02336 -0.315 0.320 -0.060
H 1.89489 -1.34357 3.19384 -0.426 0.162 0.034
H 0.19374 -0.67134 3.25759 0.561 -0.115 -0.203
```
Positions in Å, forces in eV/Å.

The net charge is +1. The molecular weight comes out at 366.49 g/mol. The expectation value of S² is 8.7559. Its energy relative to the best compared isomer or geometry (same formula, charge and spin) is 0.00 kJ/mol. Its multiplicity is 6. As for the total energy: -656.2219 Eh.

Löwdin population analysis, charges in e, atoms 1 to 5:
1. C -0.17
2. Ir 1.33
3. N -0.10
4. H -0.07
5. H -0.04



6.
# C3H35O15

15 unconnected molecules or ions with the total composition C3H35O15 (ωB97M-V with the def2-TZVPD basis set, OMol25).

The geometry in XYZ format:
```
53
Properties=species:S:1:pos:R:3:forces:R:3
C 8.73519 12.70456 22.04543 2.569 0.063 -2.155
C 8.26213 13.70021 21.00383 -2.134 -0.445 0.355
C 9.23231 13.91971 19.87906 -1.061 1.129 0.449
O 7.02371 13.25478 20.54421 -0.390 -0.808 -0.867
H 9.76657 12.99982 22.25015 0.051 -0.027 0.942
H 8.90953 11.79568 21.44395 -0.355 -0.202 0.569
H 8.11904 12.51564 22.89081 -0.470 0.134 0.578
H 8.01052 14.60865 21.51441 0.673 1.328 0.597
H 8.87043 14.56117 19.06275 -0.254 -0.402 0.210
H 9.50967 12.98070 19.50612 0.708 -1.176 -0.825
H 10.03616 14.43422 20.31240 1.793 0.489 0.306
O 11.52230 13.03537 17.42110 2.041 0.671 0.309
H 11.63620 13.98826 17.22414 -0.543 -0.523 0.292
H 10.67384 12.73960 17.16486 -1.777 -0.159 -0.791
O 10.35329 10.07585 19.72372 -0.636 0.296 0.496
H 9.59277 10.69408 19.75061 0.337 -0.183 -0.131
H 10.02580 9.44490 19.08606 0.168 -0.336 -0.438
O 6.40297 10.65352 21.98569 0.255 -2.331 1.217
H 6.75242 11.45959 21.63310 0.466 0.877 -0.340
H 7.14223 10.08286 22.37544 -1.235 1.638 -0.971
O 7.75891 11.06485 19.04026 0.457 0.245 0.176
H 7.54986 11.78738 19.68360 -0.541 0.782 -0.307
H 7.63315 10.30777 19.60235 -0.467 -0.816 0.182
O 7.97082 15.35877 16.47691 0.466 0.913 0.163
H 8.36504 16.11655 16.96660 -0.088 -0.872 -0.604
H 7.37201 14.99136 17.14104 -0.366 -0.325 -0.207
O 8.75955 12.03404 16.51960 -0.713 0.121 -0.132
H 7.93542 12.45709 16.19562 0.907 -0.123 0.317
H 8.48666 11.64825 17.36912 -0.074 -0.017 -0.052
O 8.52288 9.08397 22.48390 0.312 -0.341 0.430
H 8.59710 8.41298 21.81647 -0.375 -0.562 -0.665
H 9.44671 9.26375 22.63859 0.498 0.579 0.312
O 6.97416 16.70928 19.83860 0.327 1.571 -1.348
H 6.96496 15.96676 19.24443 -0.674 -0.724 -0.947
H 7.14930 16.28201 20.63993 0.187 -0.751 2.314
O 4.49000 12.51825 20.71443 -2.329 -0.530 -0.004
H 5.40262 12.78851 20.72914 1.080 0.426 0.489
H 4.06054 12.65523 21.57979 0.774 -0.133 -0.821
O 11.76939 15.85606 17.55958 1.718 -2.090 0.596
H 11.99972 16.29196 16.77072 0.106 1.028 -1.327
H 11.05674 16.28253 17.97409 -1.770 1.139 0.533
O 5.39539 14.96872 22.06173 -0.963 0.098 1.330
H 4.89731 14.29136 22.57140 0.641 0.831 -0.584
H 6.12183 14.47414 21.67706 0.233 -0.750 -0.624
O 9.22600 17.18084 18.14079 1.193 1.382 -2.428
H 8.77439 17.97261 17.79210 0.362 -0.467 0.326
H 8.81519 17.02125 18.95263 -1.483 -0.434 2.398
O 12.28386 12.19386 19.91714 1.612 0.737 0.666
H 12.03852 12.50848 19.05546 0.362 0.862 -1.456
H 11.49264 11.74172 20.07901 -1.514 -1.559 1.006
O 6.22315 14.36580 18.26229 -1.456 -0.491 0.191
H 6.57729 13.91086 19.05909 0.718 -0.361 0.749
H 5.28813 14.08204 18.38200 0.654 0.600 -0.477
```
Positions in Å, forces in eV/Å.

The net charge is -1. The molecular weight comes out at 311.30 g/mol. Its energy relative to the best compared isomer or geometry (same formula, charge and spin) is 24.72 kJ/mol. As for the total energy: -1263.9724 Eh.

Löwdin population analysis, charges in e, atoms 1 to 5:
1. C -0.03
2. C -0.56
3. C -0.02
4. O -0.36
5. H 0.09